# 1
A cluster of 3 separate species, H6O2S in total, computed with the ωB97M-V functional and the def2-TZVPD basis.

Last column: Mulliken charge in e.
Element x y z (Å)
1 O 0.879 -1.785 -0.255  -0.634
2 H 0.148 -2.356 -0.009  0.317
3 H 1.635 -2.338 -0.509  0.325
4 O -1.531 1.671 2.766  -0.641
5 H -2.453 1.629 3.033  0.320
6 H -1.272 2.594 2.713  0.320
7 S 1.164 0.368 -3.098  -0.301
8 H 0.725 1.017 -2.013  0.151
9 H 0.706 -0.800 -2.628  0.142

Summary:
gap between HOMO and LUMO	10.13	eV
E_tot	-552.2427	Eh
energy above the lowest of the compared OMol25 structures with the same formula, charge and spin	30.1	kJ/mol
E_LUMO	0.7	eV

---

# 2
The molecule C2H4N2OS, computed with the ωB97M-V functional and the def2-TZVPD basis.

Last column: Mulliken charge in e.
Element x y z (Å)
1 C 0.065 -0.725 -0.269  -0.333
2 C 0.587 0.608 0.273  -0.447
3 N 1.109 -1.702 -0.176  -0.141
4 N 2.184 -1.375 0.235  -0.058
5 O 3.308 0.635 -0.932  -0.565
6 S 2.394 0.350 0.528  0.345
7 H -0.788 -1.114 0.291  0.275
8 H -0.225 -0.669 -1.324  0.246
9 H 0.391 1.462 -0.365  0.359
10 H 0.229 0.808 1.285  0.320

Summary:
gap between HOMO and LUMO	9.24	eV
E_tot	-661.4230	Eh
energy above the lowest of the compared OMol25 structures with the same formula, charge and spin	426.7	kJ/mol
E_LUMO	-0.1	eV

---

# 3
A structure of composition C21H42AuGeN3, computed with the ωB97M-V functional and the def2-TZVPD basis.

Last column: Mulliken charge in e.
Element x y z (Å)
1 Au -0.566 -1.175 1.266  -0.293
2 C 2.433 4.367 -0.651  -1.110
3 C 3.281 3.103 -0.779  -0.640
4 C 3.074 2.119 0.375  -0.612
5 C 1.699 1.437 0.318  -0.460
6 Ge 1.591 0.043 1.708  0.104
7 C 1.159 0.651 3.542  -0.745
8 C 2.098 1.719 4.129  -0.538
9 C 3.383 1.168 4.740  -0.472
10 C 4.325 0.520 3.730  -0.812
11 H 2.661 5.057 -1.463  0.383
12 H 2.647 4.877 0.289  0.346
13 H 1.364 4.145 -0.684  0.179
14 H 4.335 3.384 -0.796  0.355
15 H 3.066 2.601 -1.727  0.306
16 H 3.183 2.661 1.317  0.154
17 H 3.861 1.360 0.341  0.468
18 H 1.557 0.970 -0.659  0.287
19 H 0.890 2.155 0.461  0.477
20 H 2.648 -1.035 1.489  0.092
21 H 1.105 -0.219 4.199  0.388
22 H 0.151 1.070 3.469  0.563
23 H 1.538 2.235 4.912  0.371
24 H 2.343 2.473 3.376  0.163
25 H 3.131 0.446 5.520  0.299
26 H 3.896 1.998 5.229  0.351
27 H 3.891 -0.390 3.309  0.163
28 H 5.261 0.236 4.208  0.413
29 H 4.563 1.209 2.915  0.167
30 C -3.410 -2.195 0.138  -0.896
31 N -3.020 -2.615 -1.193  0.250
32 C -3.690 -3.854 -1.576  -1.008
33 C -1.588 -2.606 -1.410  -0.947
34 C -0.744 -3.504 -0.515  1.330
35 C -0.587 -4.857 -0.824  -0.441
36 C 0.200 -5.686 -0.041  -0.852
37 C 0.871 -5.178 1.063  -0.582
38 C 0.727 -3.840 1.399  -0.673
39 C -0.099 -3.052 0.619  0.403
40 H -4.494 -2.091 0.171  0.432
41 H -2.969 -1.213 0.364  0.041
42 H -3.111 -2.902 0.927  0.349
43 H -4.763 -3.671 -1.615  0.348
44 H -3.508 -4.674 -0.870  0.384
45 H -3.360 -4.160 -2.569  0.327
46 H -1.246 -1.570 -1.270  -0.329
47 H -1.403 -2.876 -2.452  0.725
48 H -1.075 -5.249 -1.707  0.455
49 H 0.306 -6.730 -0.306  0.409
50 H 1.507 -5.811 1.667  0.424
51 H 1.247 -3.444 2.261  0.463
52 N -2.947 2.310 -3.837  -0.124
53 C -3.680 2.373 -2.529  -0.574
54 C -2.658 2.562 -1.405  -0.800
55 N -1.646 1.514 -1.385  0.211
56 C -0.959 1.424 -2.665  -0.689
57 C -1.915 1.220 -3.844  -0.917
58 H -2.482 3.207 -3.995  0.379
59 H -3.606 2.173 -4.604  0.350
60 H -4.219 1.434 -2.404  0.361
61 H -4.398 3.191 -2.563  0.404
62 H -3.178 2.596 -0.450  0.466
63 H -2.147 3.521 -1.537  0.336
64 H -2.057 0.622 -1.132  -0.053
65 H -0.253 0.594 -2.644  0.381
66 H -0.387 2.347 -2.807  0.472
67 H -2.439 0.269 -3.749  0.386
68 H -1.386 1.237 -4.796  0.451

Summary:
gap between HOMO and LUMO	6.65	eV
total charge	+2
E_tot	-3201.6129	Eh
energy above the lowest of the compared OMol25 structures with the same formula, charge and spin	78.3	kJ/mol
E_LUMO	-7.2	eV

---

# 4
A cluster of 2 separate species, C5H10N5O2 in total, computed with the ωB97M-V functional and the def2-TZVPD basis.

Last column: Mulliken charge in e.
Element x y z (Å)
1 C -3.198 -0.404 0.259  0.344
2 C -1.845 1.171 -0.506  0.502
3 C 2.673 1.285 0.243  -0.805
4 C 2.902 -0.029 0.126  -0.191
5 C 1.997 -1.034 0.600  0.315
6 N -3.099 0.924 -0.021  -0.066
7 N -1.954 -0.879 0.001  -0.212
8 N -1.141 0.094 -0.582  0.869
9 N 0.128 -0.211 -0.827  -1.177
10 N 1.973 -2.280 0.253  -0.257
11 O -4.143 -0.996 0.684  -0.569
12 O -1.188 2.281 -0.645  -0.503
13 H 3.235 2.028 -0.125  0.355
14 H 1.675 1.504 0.629  0.245
15 H 3.770 -0.523 -0.281  0.330
16 H 1.287 -0.816 1.376  0.333
17 H -3.915 1.504 0.102  0.192
18 H -1.778 -1.832 0.186  0.204
19 H 0.554 0.701 -0.956  0.215
20 H 2.429 -2.762 -0.517  0.249
21 H -1.664 3.135 -0.679  0.377
22 H 1.300 -2.861 0.683  0.250

Summary:
gap between HOMO and LUMO (alpha / beta)	6.51 / 6.52	eV
total charge	+1
E_tot	-620.4092	Eh
energy above the lowest of the compared OMol25 structures with the same formula, charge and spin	506.3	kJ/mol
E_LUMO (alpha / beta)	-4.4 / -4.4	eV

---

# 5
A cluster of 9 separate species, C14H48N6O11 in total, computed with the ωB97M-V functional and the def2-TZVPD basis.

Last column: Mulliken charge in e.
Element x y z (Å)
1 C -4.698 2.952 2.670  -0.673
2 O -5.226 3.429 1.450  -0.372
3 C -4.505 4.525 0.868  -0.615
4 C -3.346 3.970 -0.002  -0.330
5 N -3.801 3.604 -1.358  -0.342
6 C -2.743 3.003 -2.188  -0.502
7 C -3.371 2.895 -3.556  -0.651
8 O -2.272 2.580 -4.473  -0.244
9 C -2.720 2.207 -5.752  -0.827
10 H -4.986 1.932 2.925  0.318
11 H -4.807 3.575 3.557  0.346
12 H -3.608 2.954 2.682  0.162
13 H -4.050 5.110 1.667  0.352
14 H -5.243 5.195 0.428  0.323
15 H -2.869 3.120 0.487  0.121
16 H -2.558 4.721 -0.045  0.415
17 H -4.393 2.831 -1.091  0.279
18 H -2.480 1.956 -2.039  0.226
19 H -1.868 3.653 -2.229  0.407
20 H -3.937 3.773 -3.865  0.384
21 H -4.037 2.047 -3.394  0.310
22 H -1.907 1.816 -6.363  0.232
23 H -3.155 3.080 -6.239  0.341
24 H -3.541 1.496 -5.663  0.346
25 C 2.938 -4.235 -2.939  -0.579
26 O 2.793 -4.792 -1.617  -0.340
27 C 3.397 -3.958 -0.650  -0.164
28 C 2.824 -4.354 0.759  -0.596
29 N 3.578 -3.953 2.016  -0.438
30 C 3.913 -2.472 1.997  -0.453
31 C 4.384 -1.916 3.346  -0.690
32 O 4.843 -0.552 3.010  -0.236
33 C 5.421 0.249 3.999  -0.773
34 H 3.795 -4.609 -3.499  0.265
35 H 2.919 -3.146 -2.976  0.197
36 H 2.013 -4.583 -3.399  0.266
37 H 3.178 -2.893 -0.731  0.137
38 H 4.467 -4.161 -0.700  0.258
39 H 2.734 -5.441 0.779  0.393
40 H 1.780 -4.044 0.796  0.320
41 H 2.919 -3.983 2.780  0.268
42 H 3.089 -1.779 1.829  0.241
43 H 4.692 -2.283 1.259  0.291
44 H 5.256 -2.471 3.692  0.418
45 H 3.658 -2.000 4.154  0.357
46 H 4.716 0.469 4.800  0.307
47 H 5.917 1.179 3.719  0.240
48 H 6.149 -0.385 4.504  0.304
49 N -1.303 0.234 3.120  -0.407
50 C -0.945 -0.101 1.930  0.758
51 N 0.024 0.685 1.581  -0.284
52 O -1.474 -0.951 1.252  -0.705
53 H -0.917 1.115 3.428  0.106
54 H -2.131 -0.190 3.513  0.230
55 H -0.015 1.523 2.143  0.136
56 H 0.396 0.589 0.647  0.165
57 N 3.933 0.581 -3.902  -0.422
58 C 3.568 0.760 -2.665  0.673
59 N 4.599 1.064 -1.872  -0.412
60 O 2.442 0.608 -2.238  -0.581
61 H 4.815 1.018 -4.129  0.164
62 H 3.333 0.475 -4.708  0.233
63 H 4.495 1.036 -0.868  0.209
64 H 5.511 1.091 -2.305  0.146
65 O 0.506 4.009 3.085  -0.614
66 H 0.211 4.881 2.822  0.313
67 H 1.460 4.080 3.123  0.299
68 O -3.664 -3.613 4.315  -0.599
69 H -2.859 -4.051 4.591  0.310
70 H -4.242 -3.673 5.076  0.303
71 O -2.181 -3.492 -1.842  -0.642
72 H -1.809 -3.072 -2.618  0.304
73 H -2.000 -2.880 -1.129  0.331
74 O -0.628 -0.874 -4.049  -0.603
75 H -0.840 -0.139 -4.624  0.279
76 H 0.133 -0.576 -3.549  0.323
77 O -5.149 -3.487 1.105  -0.626
78 H -4.539 -3.306 1.821  0.318
79 H -5.985 -3.655 1.539  0.297

Summary:
gap between HOMO and LUMO	9.10	eV
E_tot	-1718.2479	Eh
energy above the lowest of the compared OMol25 structures with the same formula, charge and spin	0.0	kJ/mol
E_LUMO	0.1	eV

---

# 6
A cluster of 3 separate species, C17H31Cl2O6S2 in total, computed with the ωB97M-V functional and the def2-TZVPD basis.

Last column: Mulliken charge in e.
Element x y z (Å)
1 C 0.199 -0.841 1.848  -0.430
2 C 0.490 0.692 1.472  -0.617
3 C -0.815 1.589 1.213  -0.256
4 Cl -1.252 2.389 2.825  -0.264
5 C -2.020 0.771 0.542  0.722
6 C -1.677 0.656 -1.043  -1.100
7 C -2.405 -0.609 -1.716  0.443
8 O -2.693 -1.664 -1.139  -0.465
9 Cl -2.830 -0.459 -3.525  -0.297
10 C -3.439 1.548 0.727  -1.032
11 C -4.211 0.768 1.919  0.417
12 C -4.594 -0.737 1.527  -1.062
13 O -5.351 1.546 2.398  -0.579
14 H 0.510 -1.482 0.942  0.187
15 H -0.860 -1.054 2.202  0.110
16 H 0.888 -1.091 2.743  0.114
17 H 1.141 1.146 2.305  0.323
18 H 1.140 0.718 0.516  0.238
19 H -0.550 2.456 0.488  0.382
20 H -2.095 1.610 -1.521  0.308
21 H -0.542 0.564 -1.111  0.303
22 H -3.313 2.656 0.984  0.303
23 H -3.998 1.456 -0.272  0.256
24 H -3.470 0.709 2.801  0.060
25 H -5.054 -1.291 2.418  0.324
26 H -5.282 -0.801 0.603  0.244
27 H -3.629 -1.300 1.253  0.151
28 H -4.942 2.388 2.715  0.337
29 C -0.337 0.393 -8.506  -0.600
30 C -1.185 0.092 -7.268  -0.605
31 C -0.243 -0.435 -6.183  -0.269
32 S 1.359 0.291 -6.515  1.138
33 O 2.277 -0.764 -6.879  -0.668
34 O 1.666 1.260 -5.488  -0.660
35 C 0.878 1.159 -7.999  -0.701
36 H -0.893 0.969 -9.248  0.331
37 H -0.020 -0.545 -8.973  0.300
38 H -1.665 1.014 -6.922  0.285
39 H -1.977 -0.627 -7.485  0.332
40 H -0.575 -0.142 -5.186  0.024
41 H -0.139 -1.520 -6.237  0.352
42 H 1.705 1.170 -8.708  0.391
43 H 0.610 2.179 -7.717  0.346
44 C 4.036 -2.206 6.385  -0.543
45 C 5.171 -1.546 5.598  -0.628
46 C 4.532 -0.650 4.536  -0.664
47 S 2.945 -0.148 5.193  1.106
48 O 1.905 -0.720 4.371  -0.639
49 O 2.987 1.260 5.515  -0.697
50 C 3.052 -1.089 6.706  -0.785
51 H 4.401 -2.692 7.293  0.339
52 H 3.551 -2.967 5.766  0.297
53 H 5.779 -0.938 6.276  0.288
54 H 5.831 -2.288 5.143  0.317
55 H 5.137 0.235 4.338  0.373
56 H 4.355 -1.195 3.607  0.374
57 H 2.065 -1.454 6.987  0.394
58 H 3.445 -0.429 7.482  0.352

Summary:
gap between HOMO and LUMO	4.19	eV
total charge	-1
E_tot	-2834.4375	Eh
E_LUMO	2.1	eV

---

# 7
A cluster of 2 separate species, C4H13N2O in total, computed with the ωB97M-V functional and the def2-TZVPD basis.

Last column: Mulliken charge in e.
Element x y z (Å)
1 N -4.033 -1.145 1.158  -0.618
2 C -0.289 0.643 -0.168  0.255
3 C 0.612 -0.375 0.215  -0.514
4 C 1.805 0.312 1.032  -0.492
5 O 2.657 -0.739 1.337  -0.458
6 C -0.209 1.310 -1.456  -0.654
7 N -0.013 0.446 -2.620  -0.518
8 H -4.445 -1.288 2.065  0.224
9 H -3.063 -0.890 1.194  0.176
10 H -4.227 -1.893 0.516  0.227
11 H -1.012 0.949 0.592  0.400
12 H 1.109 -0.882 -0.608  0.250
13 H 0.170 -1.120 0.876  0.374
14 H 1.410 0.817 1.918  0.419
15 H 2.296 1.043 0.383  0.301
16 H 2.929 -0.660 2.259  0.348
17 H -1.082 1.917 -1.653  0.416
18 H 0.644 2.007 -1.449  0.334
19 H 0.883 -0.029 -2.654  0.275
20 H -0.756 -0.235 -2.753  0.254

Summary:
gap between HOMO and LUMO	5.75	eV
total charge	+1
E_tot	-344.5971	Eh
energy above the lowest of the compared OMol25 structures with the same formula, charge and spin	445.6	kJ/mol
E_LUMO	-7.0	eV

---

# 8
The molecule C4H8N2O, computed with the ωB97M-V functional and the def2-TZVPD basis.

Last column: Mulliken charge in e.
Element x y z (Å)
1 C 1.215 1.059 1.524  -0.893
2 N 0.995 0.097 0.455  -0.384
3 C -0.259 0.202 -0.259  0.327
4 C -1.463 -0.283 0.466  0.172
5 N -2.425 -0.771 0.887  -0.490
6 C -0.204 -0.587 -1.612  -0.677
7 O -0.997 -1.743 -1.679  -0.505
8 H 1.153 2.073 1.110  0.308
9 H 0.514 0.989 2.372  0.309
10 H 2.232 0.927 1.904  0.321
11 H 1.133 -0.853 0.785  0.271
12 H -0.422 1.267 -0.469  0.342
13 H 0.829 -0.924 -1.722  0.367
14 H -0.424 0.108 -2.435  0.228
15 H -1.879 -1.562 -1.324  0.305

Summary:
gap between HOMO and LUMO	10.61	eV
E_tot	-341.9289	Eh
energy above the lowest of the compared OMol25 structures with the same formula, charge and spin	196.2	kJ/mol
E_LUMO	0.8	eV

---

# 9
A structure of composition H2O4PS, computed with the ωB97M-V functional and the def2-TZVPD basis.

Last column: Mulliken charge in e.
Element x y z (Å)
1 O -0.901 -1.695 1.362  -0.605
2 O -0.116 0.582 1.439  -0.654
3 O -1.925 -0.020 -0.077  -0.631
4 O 0.452 -0.851 -0.530  -0.307
5 P 1.247 0.312 -1.191  0.010
6 S -0.757 -0.471 0.671  1.181
7 H 1.781 0.950 -0.068  0.007
8 H 0.219 1.192 -1.607  -0.001

Summary:
gap between HOMO and LUMO	9.23	eV
total charge	-1
E_tot	-1041.7794	Eh
energy above the lowest of the compared OMol25 structures with the same formula, charge and spin	13.8	kJ/mol
E_LUMO	4.3	eV

---

# 10
A structure of composition C2H3CrO3, computed with the ωB97M-V functional and the def2-TZVPD basis.

Last column: Mulliken charge in e.
Element x y z (Å)
1 O -0.697 -0.342 1.188  -0.720
2 C 0.387 -0.999 0.842  0.381
3 C 1.154 -1.300 -0.373  -0.143
4 O -1.254 1.318 -1.339  -0.796
5 Cr -0.127 1.251 0.042  1.047
6 H 1.993 -2.001 -0.303  0.241
7 H 0.629 -1.317 -1.333  0.205
8 O 1.484 -0.023 0.202  -0.571
9 H 0.721 -1.651 1.668  0.356

Summary:
gap between HOMO and LUMO (alpha / beta)	8.40 / 9.31	eV
multiplicity	4
E_tot	-1348.0617	Eh
E_LUMO (alpha / beta)	-0.7 / -0.7	eV

---

# 11
The molecule C3H7OPS, computed with the ωB97M-V functional and the def2-TZVPD basis.

Last column: Mulliken charge in e.
Element x y z (Å)
1 O -2.020 -1.561 -0.305  -0.598
2 S -1.222 -0.578 0.484  0.296
3 P -2.050 1.476 -0.078  -0.081
4 C 0.221 -0.413 -0.474  -0.059
5 C 1.316 0.578 -0.045  -0.474
6 C 1.570 -0.941 0.091  -0.551
7 H -1.410 1.821 1.127  0.064
8 H -3.382 1.247 0.395  0.074
9 H 0.031 -0.794 -1.511  0.330
10 H 1.437 1.080 0.965  0.271
11 H 1.692 1.037 -0.957  0.239
12 H 2.139 -1.425 -0.672  0.221
13 H 1.677 -1.527 0.981  0.268

Summary:
gap between HOMO and LUMO	9.06	eV
E_tot	-933.1728	Eh
energy above the lowest of the compared OMol25 structures with the same formula, charge and spin	312.8	kJ/mol
E_LUMO	0.4	eV

---

# 12
A structure of composition C2HI2N3, computed with the ωB97M-V functional and the def2-TZVPD basis.

Last column: Mulliken charge in e.
Element x y z (Å)
1 C 1.446 -3.371 0.002  0.436
2 C 0.706 -1.219 0.028  0.255
3 N 2.214 -4.222 0.015  -0.377
4 N 0.528 -2.434 0.012  -0.370
5 N -0.694 -0.057 0.412  -0.595
6 I 2.417 -0.022 0.092  0.175
7 I -2.426 -1.027 0.024  0.151
8 H -0.561 0.670 -0.289  0.325

Summary:
gap between HOMO and LUMO	8.69	eV
E_tot	-836.3558	Eh
energy above the lowest of the compared OMol25 structures with the same formula, charge and spin	142.6	kJ/mol
E_LUMO	-0.8	eV